1.
A structure of composition C39H38N6PTi, computed with ωB97M-V with the def2-TZVPD basis set.

Geometry as XYZ:
```
85
Properties=species:S:1:pos:R:3
Ti -0.591 -0.238 1.125
N 0.436 -3.932 0.588
C 0.398 -4.229 -0.758
C 0.687 -5.542 -1.169
C 0.698 -5.885 -2.502
C 0.423 -4.934 -3.483
C 0.153 -3.640 -3.090
C 0.132 -3.261 -1.744
P -0.184 -1.512 -1.346
C 0.613 -0.640 -2.740
C 2.009 -0.640 -2.732
C 2.729 -0.035 -3.748
C 2.056 0.588 -4.793
C 0.670 0.584 -4.816
C -0.052 -0.034 -3.798
C -1.978 -1.273 -1.603
C -2.859 -2.347 -1.514
C -4.230 -2.130 -1.538
C -4.733 -0.841 -1.654
C -3.860 0.235 -1.753
C -2.490 0.021 -1.722
H -0.146 -3.182 0.930
H 0.469 -4.711 1.224
H 0.902 -6.288 -0.412
H 0.923 -6.906 -2.785
H 0.430 -5.198 -4.532
H -0.043 -2.890 -3.848
H 2.543 -1.125 -1.919
H 3.811 -0.044 -3.721
H 2.612 1.073 -5.585
H 0.140 1.062 -5.630
H -1.133 -0.033 -3.841
H -2.476 -3.356 -1.417
H -4.906 -2.973 -1.464
H -5.803 -0.677 -1.670
H -4.240 1.245 -1.840
H -1.819 0.872 -1.784
C 2.203 -0.070 4.373
C 1.799 0.179 2.914
C 2.428 -0.921 2.049
C 0.267 0.112 2.786
C 2.296 1.568 2.490
C 1.526 2.694 2.779
C 1.930 3.961 2.392
C 3.130 4.136 1.710
C 3.914 3.029 1.429
C 3.499 1.757 1.817
H 1.908 -1.074 4.696
H 1.724 0.656 5.033
H 3.287 0.021 4.492
H 1.973 -1.887 2.278
H 3.504 -1.016 2.209
H 2.292 -0.731 0.979
H -0.256 0.478 3.675
H 0.571 2.571 3.275
H 1.298 4.813 2.608
H 3.441 5.124 1.394
H 4.851 3.147 0.897
H 4.127 0.911 1.570
N -0.659 -3.069 3.486
N -1.822 -2.543 2.912
N -2.664 -1.759 3.683
C -3.042 -0.827 2.874
N -2.456 -0.882 1.632
N -1.602 -1.952 1.704
H -0.110 -2.273 3.833
H -0.948 -3.670 4.247
H -3.756 -0.062 3.137
C -2.753 5.072 0.356
C -3.088 3.912 1.093
C -2.267 2.821 1.050
C -1.072 2.803 0.281
C -0.227 1.640 0.248
C 0.913 1.735 -0.519
C 1.257 2.901 -1.254
C 0.446 3.993 -1.222
C -0.745 3.971 -0.444
C -1.610 5.095 -0.390
H -3.402 5.938 0.387
H -3.989 3.895 1.694
H -2.524 1.937 1.625
H 1.605 0.903 -0.583
H 2.163 2.911 -1.849
H 0.692 4.888 -1.783
H -1.344 5.982 -0.955
```

Calculated values
molecular weight: 669.616 g mol⁻¹
orbital gap (spin up / spin down): 7.3 / 7.2 eV
net charge: 0
LUMO (spin up / spin down): 0.014 / 0.003 Ha
⟨S²⟩: 0.89
spin multiplicity: 2
HOMO (spin up / spin down): -0.2523 / -0.2611 hartree
energy relative to the best compared isomer or geometry (same formula, charge and spin): 14.1 kcal per mole

Here are the Mulliken charges for atoms 1 to 4, given in e: number 1, Ti, carries -1.43; number 2, N, carries -0.09; number 3, C, carries 0.80; number 4, C, carries -0.63

2.
A structure of composition C12H18AuN2O5S2, computed with ωB97M-V with the def2-TZVPD basis set.

Geometry as XYZ:
```
40
Properties=species:S:1:pos:R:3
Au 7.262 9.226 5.702
C 8.306 8.080 8.838
N 9.139 8.778 7.882
C 10.237 8.219 7.225
C 9.144 10.243 8.028
C 9.448 10.977 6.812
C 10.436 11.966 6.858
C 10.670 12.641 5.610
C 9.989 12.383 4.455
C 8.881 11.470 4.498
C 8.682 10.709 5.625
H 8.774 8.097 9.820
H 8.216 7.048 8.508
H 7.342 8.573 8.972
H 11.099 8.907 7.269
H 10.021 8.195 6.153
H 10.413 7.221 7.663
H 9.857 10.453 8.861
H 8.094 10.484 8.332
H 10.901 12.266 7.786
H 11.451 13.359 5.593
H 10.174 12.829 3.444
H 8.164 11.378 3.662
N 5.801 7.750 5.228
C 5.159 7.184 6.399
C 4.329 8.150 7.269
C 5.017 9.517 7.711
O 4.724 9.927 8.824
O 5.804 10.131 6.903
H 5.110 8.216 4.649
H 6.178 6.957 4.627
H 5.966 6.693 6.951
H 4.486 6.418 5.966
H 4.047 7.617 8.166
H 3.421 8.403 6.768
O 8.694 5.854 5.991
S 8.504 5.889 4.561
O 9.634 5.314 3.860
O 7.199 5.637 4.009
S 8.711 8.111 4.224
```

Calculated values
molecular weight: 531.386 g mol⁻¹
orbital gap (spin up / spin down): 6.2 / 5.2 eV
net charge: -1
LUMO (spin up / spin down): 0.110 / 0.014 Ha
⟨S²⟩: 2.01
spin multiplicity: 3
HOMO (spin up / spin down): -0.1164 / -0.1781 hartree
energy relative to the best compared isomer or geometry (same formula, charge and spin): 0.0 kcal per mole

Here are the Mulliken charges for atoms 1 to 4, given in e: number 1, Au, carries 0.85; number 2, C, carries -1.02; number 3, N, carries 0.51; number 4, C, carries -0.79

3.
A cluster of 3 separate species, C3H5Br2NO2 in total, computed with ωB97M-V with the def2-TZVPD basis set.

Geometry as XYZ:
```
13
Properties=species:S:1:pos:R:3
C 0.410 -0.931 -3.448
C -0.690 1.167 -0.171
C 1.381 0.113 0.006
N 0.110 0.016 0.198
O 1.140 -0.058 -3.446
O -0.382 -1.770 -3.489
Br 2.325 -4.867 -1.010
Br 2.570 -1.302 0.546
H -0.148 1.845 -0.863
H -1.476 0.818 -0.677
H -1.280 1.454 0.676
H 1.656 -3.676 -0.826
H 1.818 1.030 -0.344
```

Calculated values
SMILES string: C/N=C/Br.O=C=O.Br
molecular weight: 246.886 g mol⁻¹
orbital gap: 10.8 eV
net charge: 0
LUMO: 0.017 Ha
HOMO: -0.3788 hartree
energy relative to the best compared isomer or geometry (same formula, charge and spin): 0.0 kcal per mole

Here are the Mulliken charges for atoms 1 to 4, given in e: number 1, C, carries 0.73; number 2, C, carries -0.77; number 3, C, carries -0.07; number 4, N, carries -0.34

4.
A cluster of 4 separate species, CH8O2S2 in total, computed with ωB97M-V with the def2-TZVPD basis set.

Geometry as XYZ:
```
13
Properties=species:S:1:pos:R:3
C 0.846 0.122 -0.754
S 1.846 1.598 -0.930
S -0.571 -2.241 -0.170
H 1.301 -0.749 -0.289
H 0.591 -0.096 -1.792
H -0.058 0.411 -0.174
H -0.853 -3.243 -1.087
H -2.400 -0.902 -0.013
H -4.031 -0.760 0.088
O -3.229 -0.278 -0.236
H 1.956 1.899 1.039
H 2.732 2.212 2.347
O 1.871 2.028 1.970
```

Calculated values
molecular weight: 116.207 g mol⁻¹
orbital gap: 3.9 eV
net charge: 0
LUMO: -0.187 Ha
HOMO: -0.3297 hartree
energy relative to the best compared isomer or geometry (same formula, charge and spin): 137.0 kcal per mole

Here are the Mulliken charges for atoms 1 to 4, given in e: number 1, C, carries -0.90; number 2, S, carries -0.12; number 3, S, carries -0.33; number 4, H, carries 0.39

5.
The ion C10H8IO2 with charge -1, computed with ωB97M-V with the def2-TZVPD basis set.

Geometry as XYZ:
```
21
Properties=species:S:1:pos:R:3
C -1.223 -0.307 0.991
C 0.032 -0.729 1.258
C -0.657 -0.199 -1.316
C -1.447 0.217 -0.356
C 1.014 -0.426 0.196
C 0.443 -1.178 -1.072
C -2.602 1.220 -0.654
C 1.942 0.572 0.352
C 0.370 -2.372 -1.714
C 2.059 1.355 1.570
O -2.349 2.218 0.068
O -3.594 0.943 -1.290
I -1.174 -2.602 -3.213
H -2.100 -0.299 1.648
H 0.365 -0.928 2.295
H -0.869 0.167 -2.441
H 2.457 0.836 -0.528
H 1.158 -3.243 -1.599
H 1.520 0.936 2.364
H 1.623 2.351 1.473
H 3.034 1.470 1.969
```

Calculated values
SMILES string: C/C=c1\ccc(C(=O)[O-])c\c1=C/I
molecular weight: 287.076 g mol⁻¹
orbital gap: 6.8 eV
net charge: -1
LUMO: 0.099 Ha
HOMO: -0.1511 hartree
energy relative to the best compared isomer or geometry (same formula, charge and spin): 22.5 kcal per mole

Here are the Mulliken charges for atoms 1 to 4, given in e: number 1, C, carries -0.20; number 2, C, carries -1.06; number 3, C, carries -0.63; number 4, C, carries 0.74

6.
The ion C3H7IN3 with charge +1, computed with ωB97M-V with the def2-TZVPD basis set.

Geometry as XYZ:
```
14
Properties=species:S:1:pos:R:3
C 2.845 1.408 0.151
C 0.485 1.003 0.224
C -1.452 -1.939 -0.074
N 1.687 1.421 0.603
N 0.034 -0.192 0.337
N -1.185 -0.477 0.120
I -2.349 0.770 -1.839
H 3.122 1.030 -0.767
H 3.563 1.895 0.797
H -0.107 1.813 -0.151
H -0.787 -2.568 -0.724
H -1.308 -2.206 0.994
H -2.482 -2.147 -0.315
H -2.067 0.187 0.644
```

Calculated values
SMILES string: C=N/C=N/[N@H+](C)I
molecular weight: 212.014 g mol⁻¹
orbital gap (spin up / spin down): 6.7 / 6.7 eV
net charge: +1
LUMO (spin up / spin down): -0.255 / -0.255 Ha
HOMO (spin up / spin down): -0.5032 / -0.5031 hartree
energy relative to the best compared isomer or geometry (same formula, charge and spin): 99.1 kcal per mole

Here are the Mulliken charges for atoms 1 to 4, given in e: number 1, C, carries -0.15; number 2, C, carries 0.04; number 3, C, carries -0.74; number 4, N, carries -0.21

7.
A structure of composition C43H43BrCdN6O2S, computed with ωB97M-V with the def2-TZVPD basis set.

Geometry as XYZ:
```
97
Properties=species:S:1:pos:R:3
Cd 0.570 -0.572 1.449
C 6.020 -2.187 3.330
C 5.182 -3.095 3.968
C 3.813 -2.881 4.007
C 3.242 -1.747 3.413
C 4.091 -0.851 2.755
C 5.460 -1.069 2.722
N 1.864 -1.549 3.395
C 1.190 -1.383 4.508
C 1.788 -1.265 5.824
C 1.033 -1.110 6.940
C -0.390 -1.061 6.892
C -1.002 -1.159 5.679
C -0.256 -1.308 4.488
N -0.850 -1.435 3.265
N -2.100 -1.568 3.211
C -2.580 -1.880 1.923
C -3.850 -1.416 1.571
C -4.343 -1.736 0.324
C -3.578 -2.531 -0.523
C -2.343 -2.957 -0.068
N -1.849 -2.650 1.127
H 7.089 -2.356 3.293
H 5.598 -3.984 4.433
H 3.155 -3.594 4.492
H 3.656 0.014 2.267
H 6.092 -0.356 2.204
H 2.867 -1.259 5.889
H 1.530 -0.994 7.899
H -0.965 -0.914 7.798
H -2.079 -1.105 5.586
H -4.389 -0.785 2.264
H -5.308 -1.359 0.006
H -3.921 -2.802 -1.513
H -1.706 -3.574 -0.694
N 1.423 1.235 -1.240
C 2.760 1.158 -0.890
C 3.483 2.342 -0.695
C 4.840 2.325 -0.434
C 5.521 1.116 -0.368
C 4.804 -0.060 -0.544
C 3.431 -0.074 -0.786
C 2.745 -1.401 -0.912
C 3.260 -2.286 -1.868
C 2.770 -3.577 -1.989
C 1.766 -3.995 -1.125
C 1.251 -3.108 -0.187
C 1.693 -1.780 -0.056
H 0.878 0.400 -1.054
H 0.953 2.019 -0.807
H 2.947 3.284 -0.746
H 5.365 3.261 -0.272
H 6.584 1.085 -0.157
H 5.306 -1.016 -0.451
H 4.057 -1.948 -2.522
H 3.175 -4.248 -2.739
H 1.381 -5.009 -1.185
H 0.466 -3.461 0.475
C -5.294 3.410 -3.570
C -4.090 4.006 -2.825
C -4.613 5.036 -1.823
C -3.197 4.741 -3.835
C -3.303 2.893 -2.139
C -3.192 2.771 -0.760
C -2.468 1.734 -0.207
Br -2.379 1.656 1.693
C -1.774 0.730 -0.947
O -1.064 -0.171 -0.381
C -1.947 0.840 -2.377
C -2.675 1.904 -2.894
C -1.380 -0.152 -3.421
C -0.580 -1.338 -2.873
C -0.453 0.597 -4.393
C -2.563 -0.752 -4.206
H -5.869 4.194 -4.078
H -5.954 2.892 -2.870
H -4.968 2.685 -4.319
H -5.132 5.839 -2.355
H -3.797 5.479 -1.248
H -5.319 4.588 -1.119
H -3.752 5.549 -4.325
H -2.830 4.065 -4.609
H -2.328 5.170 -3.331
H -3.655 3.482 -0.088
H -2.762 1.966 -3.974
H 0.367 -1.045 -2.426
H -0.353 -2.007 -3.712
H -1.134 -1.887 -2.119
H 0.366 1.060 -3.838
H -0.977 1.376 -4.954
H -0.025 -0.108 -5.115
H -3.213 -1.316 -3.530
H -2.193 -1.436 -4.978
H -3.170 0.015 -4.692
O 1.548 1.809 4.318
S 1.477 2.360 2.958
N 1.050 1.577 1.789
```

Calculated values
molecular weight: 900.240 g mol⁻¹
orbital gap: 5.8 eV
net charge: -2
LUMO: 0.149 Ha
HOMO: -0.0651 hartree
energy relative to the best compared isomer or geometry (same formula, charge and spin): 25.6 kcal per mole

Here are the Mulliken charges for atoms 1 to 4, given in e: number 1, Cd, carries 2.43; number 2, C, carries -0.59; number 3, C, carries -0.52; number 4, C, carries 0.06

8.
The molecule C3H9N3O, computed with ωB97M-V with the def2-TZVPD basis set.

Geometry as XYZ:
```
16
Properties=species:S:1:pos:R:3
C 0.591 0.171 0.624
N -0.637 0.015 -0.220
C -1.893 -0.371 0.172
N -1.978 -0.573 1.635
O -2.737 -0.431 -0.695
C 1.788 0.194 -0.382
N 1.334 0.114 -1.799
H 0.420 0.913 1.343
H 0.667 -0.795 1.173
H -0.467 -0.458 -1.093
H -2.914 -0.575 1.980
H -1.740 0.157 2.356
H 2.519 -0.572 -0.254
H 2.139 1.280 -0.222
H 0.757 0.841 -2.203
H 2.153 0.090 -2.414
```

Calculated values
SMILES string: NCCNC(N)=O
molecular weight: 103.125 g mol⁻¹
orbital gap: 10.0 eV
net charge: 0
LUMO: 0.029 Ha
HOMO: -0.3376 hartree
energy relative to the best compared isomer or geometry (same formula, charge and spin): 38.8 kcal per mole

Here are the Mulliken charges for atoms 1 to 4, given in e: number 1, C, carries -0.51; number 2, N, carries -0.19; number 3, C, carries 0.38; number 4, N, carries -0.52

energy relative to the best compared isomer or geometry (same formula, charge and spin) of number 8 (C3H9N3O)?
38.8 kcal per mole